83
Properties=species:S:1:pos:R:3 method="wB97M-V/def2-TZVPD" mol_weight_g_mol=745.72 homo_ev="-7.06 / -7.94" gap_ev="6.654 / 6.871" spin_multiplicity=3 largest_force_ha_per_bohr=0.0523 de_lowest_ev=1.460
Mo 0.25 0.26 1.01
O 3.84 2.92 1.99
C 4.79 1.95 1.91
C 6.14 2.29 1.92
C 7.12 1.31 1.83
C 6.76 -0.03 1.73
C 5.42 -0.36 1.72
C 4.41 0.60 1.82
C 3.00 0.15 1.78
O 2.05 1.00 1.85
N 2.79 -1.17 1.70
N 1.46 -1.38 1.63
C 0.97 -2.55 1.75
C -0.47 -2.56 2.03
C -1.23 -3.70 2.18
C -2.55 -3.57 2.57
C -3.05 -2.31 2.85
C -2.22 -1.21 2.67
N -0.98 -1.34 2.23
H 4.29 3.77 2.06
H 6.42 3.33 1.98
H 8.16 1.60 1.84
H 7.52 -0.80 1.66
H 5.11 -1.40 1.64
H 1.60 -3.43 1.75
H -0.79 -4.67 1.98
H -3.19 -4.44 2.67
H -4.07 -2.17 3.20
H -2.55 -0.20 2.86
O 1.10 2.10 -4.12
C 2.25 1.44 -3.84
C 3.18 1.29 -4.87
C 4.39 0.67 -4.62
C 4.69 0.16 -3.36
C 3.74 0.26 -2.35
C 2.52 0.89 -2.58
C 1.55 0.97 -1.48
O 1.64 0.12 -0.52
N 0.66 1.93 -1.49
N -0.08 1.92 -0.29
C -0.87 2.90 -0.17
C -1.62 3.22 1.04
C -2.46 4.33 1.05
C -3.16 4.68 2.19
C -3.00 3.91 3.35
C -2.18 2.80 3.35
C -1.50 2.44 2.19
O -0.76 1.34 2.17
H 0.62 2.22 -3.28
H 2.94 1.70 -5.84
H 5.11 0.57 -5.43
H 5.64 -0.31 -3.17
H 3.94 -0.14 -1.37
H -0.95 3.57 -1.02
H -2.57 4.91 0.14
H -3.81 5.54 2.19
H -3.52 4.19 4.26
H -2.05 2.20 4.24
C -2.13 -1.95 -4.04
Si -1.87 -2.86 -2.45
C -0.67 -4.25 -2.69
C -3.49 -3.57 -1.86
C -1.21 -1.72 -1.21
C -0.71 -0.98 -0.38
H -2.56 -2.60 -4.81
H -1.18 -1.56 -4.42
H -2.80 -1.10 -3.90
H -1.05 -4.97 -3.42
H -0.51 -4.78 -1.75
H 0.29 -3.88 -3.04
H -3.79 -4.42 -2.48
H -4.30 -2.83 -1.88
H -3.39 -3.92 -0.82
C -5.11 0.96 1.38
C -4.15 0.35 0.37
C -4.64 -0.73 -0.58
O -3.00 0.70 0.34
H -6.07 0.44 1.42
H -5.28 2.01 1.10
H -4.65 0.97 2.36
H -5.71 -0.88 -0.55
H -4.12 -1.66 -0.31
H -4.32 -0.48 -1.59